# 1
An isolated molecule of C6H13NO2 at a distorted geometry, computed with the ωB97M-V functional and the def2-TZVPD basis.

## Properties
- SMILES: CC(C)C[C@H](N)C(=O)O
- Total charge: 0
- HOMO-LUMO gap: 10.355 eV

Geometry (Å):
O  -2.452  -1.096  2.029
O  -2.486  0.018  0.191
N  0.138  -0.967  2.449
C  0.080  1.762  -0.883
C  0.126  0.286  -1.272
C  1.183  0.072  -2.329
C  -1.819  -0.462  1.086
C  0.460  -0.596  -0.047
C  -0.333  -0.306  1.234
H  -0.017  2.345  -1.786
H  1.202  -0.959  -2.647
H  -0.722  1.999  -0.239
H  0.654  -1.817  2.125
H  1.031  2.014  -0.491
H  2.201  0.342  -1.948
H  -0.870  -0.082  -1.492
H  0.932  0.618  -3.247
H  1.473  -0.462  0.281
H  -1.749  -1.359  2.650
H  0.308  -1.697  -0.228
H  0.767  -0.397  3.089
H  -0.106  0.743  1.475

# 2
An isolated molecule of C15H16ClN3O2S3 at a distorted geometry, computed with the ωB97M-V functional and the def2-TZVPD basis.

## Properties
- SMILES: O=C(CSc1nn(-c2ccc(Cl)cc2)c(=S)s1)NC[C@H]1CCCO1
- Total charge: 0
- HOMO-LUMO gap: 7.667 eV

Geometry (Å):
Cl  5.790  -0.947  -0.199
S  1.335  4.476  0.520
S  -1.483  3.413  -0.291
S  -2.924  1.323  -1.756
O  -2.526  -1.536  1.835
O  -0.348  -1.651  -2.266
N  0.746  1.972  -0.614
N  -1.897  -1.516  -0.842
N  -0.338  1.427  -1.429
C  -2.257  -0.132  -2.643
C  -1.519  1.919  -0.991
C  4.329  -0.064  -0.475
C  -1.288  -1.966  1.351
C  -1.464  -2.761  -0.071
C  -1.188  0.549  2.132
C  0.351  2.998  -0.126
C  -1.295  -1.217  -1.944
C  -2.232  -0.603  2.694
C  2.100  0.185  -1.445
C  1.944  1.255  -0.477
C  2.893  1.724  0.343
C  -0.357  -0.753  1.388
C  4.044  0.893  0.287
C  3.301  -0.573  -1.444
H  -1.907  -0.684  3.834
H  -0.020  -0.591  0.553
H  -3.250  0.114  3.039
H  -2.839  -1.182  -0.514
H  -0.521  0.799  2.858
H  -1.661  1.091  1.244
H  4.813  1.213  1.158
H  2.601  2.526  1.206
H  -0.632  -3.045  -0.178
H  3.517  -1.245  -2.289
H  -1.621  0.218  -3.625
H  0.621  -1.044  2.068
H  1.408  0.172  -2.115
H  -3.208  -0.564  -3.070
H  -2.230  -3.520  0.220
H  -0.786  -2.673  2.073

# 3
The ion C4H12NSi with charge +1 at a distorted geometry, computed with the ωB97M-V functional and the def2-TZVPD basis.

## Properties
- Total charge: +1
- HOMO-LUMO gap: 6.370 eV

Geometry (Å):
Si  -2.676  1.313  0.759
N  0.609  -1.775  -1.281
C  0.370  0.725  0.526
C  1.566  -0.723  -1.147
C  1.589  -0.086  0.246
C  -0.951  0.229  0.825
H  -3.044  0.734  -0.581
H  0.675  1.225  1.426
H  0.621  -2.532  -0.544
H  1.748  -0.933  0.936
H  -2.071  2.610  0.594
H  -3.588  0.882  1.679
H  1.205  -0.142  -1.953
H  -1.072  -0.861  0.932
H  2.545  0.449  0.413
H  -0.329  -1.277  -1.225
H  2.560  -1.324  -1.428
H  0.244  1.485  -0.176

# 4
A structure of composition C24H25CuFN5O4PS2 at a distorted geometry, computed with the ωB97M-V functional and the def2-TZVPD basis.

## Properties
- Total charge: -1
- HOMO-LUMO gap: 5.560 eV

Geometry (Å):
Cu  0.038  -2.385  -0.038
S  2.913  -0.891  0.841
S  0.860  -4.262  -0.249
P  0.468  1.001  0.351
F  -0.744  -0.866  0.837
O  4.200  -1.540  0.542
O  2.331  -1.138  2.156
O  -2.208  -4.852  -0.246
O  1.945  -1.175  -0.310
N  3.001  -4.231  1.374
N  -1.785  -2.675  -1.015
N  3.477  -4.122  -0.877
N  -1.760  -0.739  -2.346
N  -3.867  -3.268  0.014
C  -2.416  -1.592  -1.504
C  -2.030  1.772  1.334
C  -0.697  3.208  -2.911
C  -0.206  2.643  2.580
C  0.308  1.663  -1.339
C  1.046  1.116  -2.412
C  0.954  1.649  -3.676
C  -4.405  -2.051  -0.275
C  -4.650  -4.179  0.871
C  -1.095  3.361  3.376
C  -2.904  2.510  2.104
C  2.548  -4.123  0.109
C  -0.651  1.913  1.481
C  2.321  3.091  0.670
C  3.596  3.605  0.760
C  2.118  1.708  0.679
C  4.507  1.393  0.892
C  4.697  2.766  0.886
C  3.227  0.876  0.793
C  -0.548  2.717  -1.607
C  0.054  2.664  -3.930
C  -2.551  -3.686  -0.412
C  -3.724  -1.199  -1.079
C  -2.459  3.272  3.164
H  2.317  -4.097  2.096
H  -2.383  1.092  0.559
H  5.349  0.685  0.948
H  -3.147  3.765  3.845
H  0.828  2.634  2.878
H  -5.708  -3.912  0.825
H  4.287  -3.501  -0.714
H  1.763  0.304  -2.194
H  -4.505  -5.197  0.501
H  -0.013  3.074  -4.946
H  5.708  3.172  0.944
H  -0.885  -1.062  -2.752
H  -1.355  4.046  -3.110
H  -4.274  -4.141  1.883
H  3.075  -4.077  -1.816
H  -0.711  4.000  4.162
H  -3.981  2.482  1.865
H  -2.369  -0.219  -2.964
H  -5.405  -1.862  0.128
H  1.473  3.762  0.608
H  3.929  -3.843  1.549
H  3.758  4.686  0.740
H  1.614  1.284  -4.452
H  -4.149  -0.228  -1.370
H  -1.124  3.197  -0.800

# 5
An isolated molecule of C17H26FN3O2, computed with the ωB97M-V functional and the def2-TZVPD basis.

## Properties
- SMILES: CCN(CC(=O)Nc1ccc(C)c(F)c1)CC(=O)NC(C)(C)C
- Total charge: 0
- HOMO-LUMO gap: 9.224 eV

Geometry (Å):
F  -5.825  -0.145  1.804
O  4.129  2.456  -0.054
O  0.315  -0.753  -0.375
N  2.967  0.773  -1.066
N  -1.128  -0.056  1.249
N  2.456  -0.376  1.265
C  -4.953  -1.120  -0.165
C  1.236  0.344  1.552
C  0.103  -0.228  0.695
C  -6.334  -1.479  -0.616
C  1.959  0.329  -3.198
C  -3.502  -0.108  1.505
C  2.610  -1.609  2.015
C  2.661  1.391  -2.353
C  -2.380  -0.422  0.741
C  -2.548  -1.082  -0.471
C  -3.818  -1.419  -0.905
C  1.735  2.591  -2.132
C  3.336  -2.663  1.186
C  3.599  1.360  -0.041
C  -4.752  -0.460  1.042
C  3.961  1.840  -3.024
C  3.627  0.470  1.211
H  1.076  -0.038  -2.680
H  -6.954  -0.586  -0.681
H  4.466  2.568  -2.396
H  1.612  -1.985  2.251
H  -6.802  -2.150  0.102
H  0.806  2.266  -1.668
H  1.657  0.749  -4.154
H  -6.307  -1.963  -1.588
H  3.375  -3.602  1.732
H  3.143  -1.440  2.966
H  -3.413  0.403  2.452
H  -3.929  -1.931  -1.849
H  2.223  3.313  -1.482
H  2.801  -2.819  0.253
H  4.621  0.988  -3.171
H  4.352  -2.356  0.956
H  2.627  -0.509  -3.383
H  3.748  2.290  -3.990
H  0.968  0.327  2.622
H  2.461  -0.077  -0.840
H  -1.687  -1.330  -1.067
H  3.744  1.115  2.096
H  -1.166  0.417  2.142
H  4.517  -0.159  1.139
H  1.504  3.072  -3.078
H  1.363  1.389  1.252

# 6
An isolated molecule of C2H6N2, computed with the ωB97M-V functional and the def2-TZVPD basis.

## Properties
- SMILES: [H]/N=C(/C)N
- Total charge: 0
- HOMO-LUMO gap: 10.207 eV

Geometry (Å):
N  1.222  -0.272  -0.400
N  -0.833  -1.368  -0.150
C  -0.102  -0.343  -0.052
C  -0.685  0.909  0.535
H  1.686  0.618  -0.452
H  1.623  -1.020  -0.945
H  -1.247  0.663  1.430
H  0.090  1.634  0.776
H  -1.376  1.357  -0.179
H  -0.376  -2.178  -0.563

# 7
An isolated molecule of CH3O5P at a distorted geometry, computed with the ωB97M-V functional and the def2-TZVPD basis.

## Properties
- Total charge: 0
- HOMO-LUMO gap: 11.449 eV

Geometry (Å):
P  -0.164  0.746  -0.168
O  -2.160  -0.218  1.100
O  0.950  0.140  0.798
O  -1.619  -0.452  -0.164
O  0.794  0.087  -1.348
O  -0.659  2.091  -0.037
C  1.497  -0.619  -0.304
H  2.579  -0.559  -0.351
H  -2.558  0.613  0.817
H  1.340  -1.828  -0.344

# 8
A structure of composition C23H33BeBr3Cl4F9N5O13PS5 at a distorted geometry, computed with the ωB97M-V functional and the def2-TZVPD basis.

## Properties
- Total charge: -1
- HOMO-LUMO gap: 1.279 eV

Geometry (Å):
Br  7.974  1.934  -6.132
Br  5.738  3.213  -8.008
Br  7.203  0.541  -8.897
Cl  4.129  6.848  -1.462
Cl  1.767  5.379  -2.182
Cl  1.566  8.170  -1.452
Cl  2.788  7.405  -3.952
S  3.521  -4.324  -5.871
S  -3.221  1.845  -0.986
S  -0.544  -0.835  5.248
S  -2.528  1.798  -3.597
S  1.966  2.522  -3.672
P  4.262  3.160  -4.876
F  7.905  1.160  -2.780
F  0.974  0.252  3.344
F  0.017  1.695  4.626
F  3.955  -2.854  -8.038
F  2.638  -1.937  -6.592
F  -3.317  0.460  -3.522
F  -2.337  1.947  0.320
F  -1.156  0.615  3.157
F  4.760  -2.006  -6.222
O  2.379  -4.898  -6.546
O  -3.891  0.624  -0.835
O  -1.775  -0.346  5.838
O  0.607  -0.836  6.114
O  -1.445  1.524  -4.448
O  4.780  -4.986  -6.122
O  3.217  3.695  -3.691
O  -3.508  2.761  -3.949
O  -3.975  3.093  -0.903
O  1.098  3.001  -4.948
O  -0.688  -1.987  4.386
O  3.290  -3.943  -4.494
O  1.150  2.666  -2.491
N  -6.653  -1.315  8.939
N  4.813  1.767  -4.520
N  -4.345  -2.705  3.424
N  2.803  -0.399  -3.775
N  -2.032  1.924  -2.035
C  7.605  0.257  0.705
C  -0.147  0.497  4.040
C  -5.391  -1.166  8.539
C  -7.312  0.203  7.206
C  -3.898  -1.927  2.296
C  2.662  -0.894  -2.743
C  -5.992  0.347  6.808
C  7.343  0.899  -1.573
C  -7.586  -0.636  8.276
C  -5.673  -2.417  3.905
C  5.427  0.756  -0.174
C  6.235  0.374  0.888
C  -3.980  -4.103  3.331
C  8.167  0.516  -0.536
C  -5.004  -0.350  7.485
C  -4.616  -4.933  2.204
C  2.484  -1.570  -1.469
C  5.978  1.026  -1.419
C  7.376  2.195  -7.940
C  -6.856  -2.588  2.937
C  3.728  -2.706  -6.719
C  2.560  6.947  -2.260
C  -4.034  -0.428  2.511
Be  -2.071  3.739  -1.250
H  2.741  -0.903  -0.649
H  5.796  0.169  1.855
H  -3.609  0.098  1.662
H  -7.719  -2.042  3.324
H  -6.638  -2.196  1.943
H  -5.666  -1.387  4.266
H  -4.423  -2.199  1.362
H  -5.857  -3.015  4.800
H  -2.894  -4.149  3.223
H  5.256  4.131  -5.038
H  -8.604  -0.776  8.624
H  -4.654  -1.733  9.096
H  1.144  2.274  -5.589
H  -5.734  0.993  5.978
H  -4.191  -4.582  4.290
H  -4.072  -5.874  2.107
H  5.825  1.794  -4.477
H  -5.654  -5.184  2.416
H  3.467  3.209  -6.023
H  4.358  0.845  -0.034
H  -7.156  -3.630  2.839
H  8.239  -0.037  1.531
H  -5.077  -0.115  2.595
H  5.360  1.328  -2.255
H  1.448  -1.883  -1.361
H  -3.961  -0.266  7.203
H  8.135  2.779  -8.437
H  9.232  0.424  -0.702
H  -4.569  -4.426  1.241
H  -3.501  -0.113  3.407
H  -2.842  -2.155  2.132
H  -8.111  0.728  6.701
H  3.126  -2.448  -1.433

no.,DFT total energy (Ha)
1,-441.658388
2,-2550.284279
3,-503.431937
4,-4382.488971
5,-1078.050634
6,-189.315818
7,-757.392637
8,-14956.535418